This record from OMol25 describes a structure of composition C36H46AsBN6RhSi2. The level of theory is ωB97M-V/def2-TZVPD.

Each line ends with the Löwdin charge.
CARTESIAN COORDINATES (ANGSTROEM)
Rh -0.020 0.130 -0.711  0.914
C -3.144 1.005 -5.049  -0.006
C -1.786 1.034 -4.377  -0.223
C -0.515 1.206 -4.901  0.050
C 0.321 1.078 -3.800  -0.233
N -0.378 0.775 -2.727  -0.015
N -1.680 0.723 -3.067  0.026
B -2.777 0.227 -2.104  -0.431
N -2.695 1.213 -0.821  0.039
N -1.518 1.497 -0.215  -0.040
C -1.750 2.475 0.660  -0.260
C -3.085 2.856 0.597  0.039
C -3.656 2.023 -0.323  -0.245
C -5.130 1.962 -0.716  0.003
C -0.662 3.085 1.390  -0.182
C 0.626 3.157 0.811  -0.063
C 1.637 3.862 1.443  -0.067
C 1.454 4.338 2.752  -0.086
C 0.258 4.172 3.380  -0.071
C -0.803 3.552 2.695  -0.024
N -2.447 -1.239 -1.713  0.024
N -1.263 -1.500 -1.204  -0.029
C -1.194 -2.821 -1.010  -0.221
C -2.407 -3.377 -1.330  0.031
C -3.213 -2.344 -1.728  -0.243
C -4.651 -2.331 -2.140  0.005
C 0.033 -3.492 -0.452  -0.182
C 1.297 -3.073 -0.813  -0.089
C 2.373 -3.665 -0.186  -0.106
C 2.215 -4.740 0.664  -0.080
C 0.939 -5.191 0.981  -0.072
C -0.145 -4.582 0.393  -0.046
C 1.787 1.278 -3.698  -0.144
C 2.398 1.970 -4.722  -0.028
C 3.775 2.193 -4.736  -0.066
C 4.544 1.769 -3.686  -0.070
C 3.909 1.118 -2.632  -0.085
C 2.567 0.873 -2.608  -0.052
H -3.137 1.672 -5.868  0.065
H -3.413 0.041 -5.498  0.097
H -3.960 1.335 -4.397  0.071
H -0.304 1.484 -5.919  0.119
H -3.845 0.388 -2.591  0.102
H -3.515 3.649 1.192  0.128
H -5.665 2.583 -0.004  0.081
H -5.310 2.437 -1.676  0.083
H -5.497 0.933 -0.738  0.081
H 0.700 2.911 -0.223  0.087
H 2.582 4.029 0.935  0.111
H 2.222 4.911 3.205  0.100
H 0.088 4.506 4.384  0.107
H -1.774 3.417 3.159  0.117
H -2.627 -4.420 -1.313  0.122
H -4.832 -3.363 -2.462  0.093
H -5.298 -2.029 -1.320  0.091
H -4.802 -1.705 -3.016  0.077
H 1.493 -2.285 -1.517  0.094
H 3.349 -3.321 -0.517  0.112
H 3.117 -5.235 1.063  0.121
H 0.868 -6.038 1.674  0.121
H -1.120 -4.867 0.677  0.106
H 1.875 2.426 -5.553  0.115
H 4.165 2.691 -5.619  0.113
H 5.616 1.971 -3.574  0.118
H 4.567 0.812 -1.852  0.084
H 2.178 0.384 -1.779  0.024
C 3.827 0.517 0.913  -0.257
Si 3.149 -0.330 2.467  0.329
C 3.342 0.828 3.929  -0.206
C 3.911 -2.018 2.867  -0.207
As 0.859 -0.600 1.660  0.883
Si -0.636 -1.095 3.443  0.308
C -0.274 -2.912 3.924  -0.215
C -2.400 -1.005 2.682  -0.204
C -0.204 0.122 4.823  -0.216
H 4.856 0.880 1.011  0.041
H 3.191 1.408 0.755  0.010
H 3.852 -0.141 0.044  0.006
H 4.385 1.130 4.077  0.044
H 3.081 0.294 4.866  0.036
H 2.750 1.712 3.831  0.002
H 4.856 -1.935 3.427  0.042
H 4.092 -2.608 1.972  0.006
H 3.233 -2.622 3.483  0.019
H -0.358 -3.540 3.001  0.011
H -0.880 -3.421 4.667  0.028
H 0.775 -3.079 4.248  0.025
H -2.336 -1.779 1.907  0.011
H -2.620 -0.042 2.198  0.014
H -3.149 -1.286 3.407  0.025
H 0.791 -0.171 5.129  -0.001
H -0.879 0.026 5.708  0.054
H -0.147 1.133 4.413  0.007

Properties
net charge = +1
Kohn-Sham gap (alpha / beta) = 9.06 / 6.58 eV
relative energy (zero: lowest compared OMol25 entry of this formula, charge and spin) = 1.0 kcal/mol
2S+1 = 5
M = 807.6 g mol⁻¹
LUMO (alpha / beta) = -1.578 / -4.362 eV

This record from OMol25 describes an isolated molecule of C4H8O3. The level of theory is ωB97M-V/def2-TZVPD.

Each line ends with the Löwdin charge.
CARTESIAN COORDINATES (ANGSTROEM)
C 1.107 0.625 2.194  -0.099
O 0.229 1.454 1.472  -0.164
C -0.704 0.771 0.695  -0.140
C -0.134 0.127 -0.559  -0.483
O 0.738 0.671 -1.189  0.120
O -0.870 -0.921 -0.994  -0.035
C -0.514 -1.325 -2.329  -0.046
H 1.744 1.286 2.788  0.093
H 1.740 0.027 1.523  0.093
H 0.564 -0.049 2.874  0.092
H -1.328 0.091 1.307  0.142
H -1.273 1.544 0.187  0.144
H -0.512 -0.471 -3.014  0.097
H 0.481 -1.778 -2.335  0.097
H -1.269 -2.053 -2.619  0.091

Properties
net charge = 0
Kohn-Sham gap = 10.92 eV
SMILES = COCC(=O)OC
relative energy (zero: lowest compared OMol25 entry of this formula, charge and spin) = 37.1 kcal/mol
2S+1 = 1
M = 104.1 g mol⁻¹
LUMO = 0.852 eV

This record from OMol25 describes a structure of composition C6H15F6Li2N3O16PS6. The level of theory is ωB97M-V/def2-TZVPD.

Each line ends with the Löwdin charge.
CARTESIAN COORDINATES (ANGSTROEM)
Li -17.928 1.967 -3.422  0.599
Li -19.862 2.802 -2.247  0.708
N -18.619 1.475 -1.544  -0.425
S -17.550 1.761 -0.224  0.604
O -16.237 2.147 -0.660  -0.255
O -17.571 1.151 1.113  -0.240
F -18.166 3.220 0.058  -0.220
S -19.154 0.124 -0.946  0.488
O -20.459 0.153 -0.287  -0.262
O -18.223 -0.934 -0.716  -0.221
F -19.569 -0.270 -2.479  -0.240
N -19.494 2.925 -4.093  -0.448
S -20.690 2.220 -5.065  0.610
O -20.285 1.423 -6.262  -0.247
O -22.003 2.824 -5.126  -0.234
F -20.913 0.922 -4.107  -0.202
S -19.359 4.119 -5.092  0.534
O -20.344 5.204 -4.958  -0.258
O -18.789 3.816 -6.420  -0.261
F -17.950 4.711 -4.428  -0.225
N -16.568 -2.568 -3.059  -0.218
S -17.252 -2.984 -4.531  0.576
O -16.396 -3.008 -5.711  -0.286
O -18.681 -2.671 -4.643  -0.290
F -17.346 -4.581 -4.135  -0.241
S -16.168 -1.199 -3.635  0.493
O -17.217 -0.162 -3.876  -0.376
O -14.895 -1.066 -4.413  -0.310
F -15.698 -0.621 -2.193  -0.223
C -12.045 0.897 -5.447  -0.076
C -12.192 1.816 -4.251  -0.244
O -13.528 1.752 -3.717  -0.187
P -14.691 2.745 -4.283  0.601
O -16.059 2.552 -3.707  -0.300
O -13.990 4.237 -3.909  -0.214
C -13.929 4.573 -2.540  -0.276
C -13.618 6.077 -2.478  -0.079
O -14.544 2.508 -5.888  -0.195
C -15.626 2.755 -6.795  -0.230
C -16.304 1.415 -7.079  -0.039
H -11.239 1.232 -6.100  0.070
H -11.701 -0.122 -5.269  0.074
H -12.917 0.696 -6.069  0.073
H -11.510 1.575 -3.436  0.120
H -11.968 2.852 -4.503  0.105
H -14.948 4.461 -2.170  0.110
H -13.112 4.075 -2.017  0.125
H -12.564 6.338 -2.579  0.068
H -14.168 6.759 -3.127  0.075
H -13.926 6.425 -1.492  0.069
H -16.377 3.408 -6.351  0.082
H -15.141 3.199 -7.665  0.123
H -17.328 1.656 -7.367  0.070
H -15.891 0.922 -7.959  0.074
H -16.217 0.668 -6.289  0.070

Properties
net charge = -1
Kohn-Sham gap = 8.07 eV
relative energy (zero: lowest compared OMol25 entry of this formula, charge and spin) = 0.0 kcal/mol
2S+1 = 1
M = 736.4 g mol⁻¹
LUMO = 0.819 eV

This record from OMol25 describes the ion C3H4N3 with charge +1. The level of theory is ωB97M-V/def2-TZVPD.

Each line ends with the Löwdin charge.
CARTESIAN COORDINATES (ANGSTROEM)
C -1.531 -0.706 -0.030  -0.004
C -1.449 0.783 -0.030  -0.060
C 1.844 -0.044 -0.063  0.341
N -0.317 -1.216 -0.081  0.130
N -0.231 1.095 -0.063  0.131
N 0.489 -0.143 -0.007  -0.168
H -2.601 -1.219 0.182  0.191
H -2.225 1.620 0.119  0.174
H 2.225 0.927 0.211  0.121
H 2.556 -0.842 -0.343  0.143

Properties
net charge = +1
Kohn-Sham gap = 9.49 eV
SMILES = C=[N+]1N=CC=N1
relative energy (zero: lowest compared OMol25 entry of this formula, charge and spin) = 25.8 kcal/mol
2S+1 = 1
M = 82.1 g mol⁻¹
LUMO = -7.332 eV

This record from OMol25 describes a structure of composition C22H20Cl2N4O4Sn. The level of theory is ωB97M-V/def2-TZVPD.

Each line ends with the Löwdin charge.
CARTESIAN COORDINATES (ANGSTROEM)
Sn 0.008 0.468 0.070  1.470
Cl 6.263 -3.015 -0.422  0.841
C 4.656 -2.632 -0.076  -0.622
C 4.300 -1.347 0.068  -0.022
C 2.933 -1.007 0.351  -0.151
N 2.443 0.162 0.574  0.060
C 3.282 1.269 0.908  -0.363
O 4.431 1.167 1.236  0.157
C 2.576 2.588 0.948  -0.203
C 3.286 3.709 1.332  0.041
C 2.623 4.926 1.380  0.003
C 1.285 4.972 1.027  -0.006
C 0.654 3.798 0.648  -0.112
N 1.281 2.619 0.616  -0.008
C 1.922 -2.143 0.463  -0.155
C 2.378 -3.501 0.307  -0.023
C 3.666 -3.747 0.055  -0.633
Cl 4.197 -5.339 -0.142  0.831
N 0.719 -1.794 0.728  0.060
C -0.236 -2.729 1.244  -0.371
O 0.078 -3.599 2.006  0.165
C -1.647 -2.508 0.800  -0.201
C -2.592 -3.488 1.028  0.039
C -3.869 -3.291 0.522  -0.001
C -4.137 -2.134 -0.191  -0.005
C -3.129 -1.196 -0.345  -0.110
N -1.905 -1.370 0.152  0.017
H 5.040 -0.572 -0.031  0.120
H 4.334 3.613 1.582  0.137
H 3.148 5.825 1.678  0.132
H 0.732 5.902 1.037  0.126
H -0.384 3.800 0.344  0.113
H 1.675 -4.315 0.390  0.127
H -2.314 -4.384 1.566  0.136
H -4.639 -4.038 0.669  0.130
H -5.113 -1.955 -0.624  0.126
H -3.302 -0.277 -0.891  0.105
C 0.741 0.205 3.233  -0.028
O -0.375 0.464 2.342  -0.360
C -1.253 1.482 2.895  -0.147
C -2.559 1.479 2.170  -0.178
O -2.274 1.732 0.797  -0.354
C -3.395 2.214 0.031  -0.057
H 0.362 -0.187 4.174  0.116
H 1.301 1.125 3.412  0.108
H 1.379 -0.534 2.760  0.077
H -0.756 2.452 2.818  0.134
H -1.427 1.261 3.948  0.149
H -3.208 2.250 2.589  0.149
H -3.059 0.513 2.270  0.139
H -3.704 3.190 0.403  0.105
H -4.235 1.523 0.096  0.093
H -3.074 2.301 -1.003  0.101

Properties
net charge = +2
Kohn-Sham gap = 6.72 eV
relative energy (zero: lowest compared OMol25 entry of this formula, charge and spin) = 0.0 kcal/mol
2S+1 = 1
M = 594.0 g mol⁻¹
LUMO = -8.370 eV

This record from OMol25 describes the ion CH2F2NO2S with charge -1. The level of theory is ωB97M-V/def2-TZVPD.

Each line ends with the Löwdin charge.
CARTESIAN COORDINATES (ANGSTROEM)
C -1.035 1.094 0.574  -0.365
N 1.643 -0.381 -0.066  -0.167
O -0.291 -1.772 1.028  -0.438
O -0.539 -1.064 -1.420  -0.456
F -2.304 0.622 0.639  -0.104
F -0.808 1.830 -0.582  -0.133
S -0.143 -0.762 -0.021  0.589
H 1.672 0.352 0.794  0.081
H 1.805 0.082 -0.947  -0.007

Properties
net charge = -1
Kohn-Sham gap = 7.37 eV
SMILES = N[S@](=O)([O-])=C(F)F
relative energy (zero: lowest compared OMol25 entry of this formula, charge and spin) = 57.1 kcal/mol
2S+1 = 1
M = 130.1 g mol⁻¹
LUMO = 3.969 eV